This record from the Open Molecules 2025 dataset describes 2 unconnected molecules or ions with the total composition C7H13N at a distorted geometry. The level of theory is the ωB97M-V functional and the def2-TZVPD basis.

ORCA input file:
```
! RIJCOSX wB97M-V def2-TZVPD def2/J DEFGRID3
* xyz 0 1
C 2.50 -1.09 0.74
C 2.50 -0.73 -0.55
C 0.95 -2.80 0.98
N 2.11 -2.35 1.20
H 2.82 -0.34 1.45
H 1.80 -1.19 -1.24
H 3.12 0.06 -0.95
H 0.72 -3.78 1.39
H 0.17 -2.32 0.39
C -1.77 2.14 -0.09
C -1.87 1.15 -0.98
C -2.73 1.17 -2.20
C -1.01 2.03 1.19
H -2.33 3.05 -0.30
H -1.36 0.22 -0.73
H -2.11 1.21 -3.10
H -3.40 0.32 -2.28
H -3.39 2.05 -2.18
H -0.52 1.05 1.20
H -1.64 2.13 2.08
H -0.24 2.79 1.31
*
```

HOMO: -9.02 eV
SMILES: C/C=C/C.C=CN=C
Kohn-Sham gap: 9.9589 eV
LUMO level: 0.035 hartree
ΔE to the lowest compared entry with this formula, charge and spin: 251.22 kJ/mol
strongest force on any atom: 1.53 eV/A

---

This record from the Open Molecules 2025 dataset describes C7H13N in the gas phase at a distorted geometry. The level of theory is the ωB97M-V functional and the def2-TZVPD basis.

ORCA input file:
```
! RIJCOSX wB97M-V def2-TZVPD def2/J DEFGRID3
* xyz 0 1
C 2.33 -0.92 0.09
C 1.27 -0.19 0.89
N 0.58 1.81 -1.12
C -0.34 0.78 -0.74
C -0.08 -0.16 0.17
C -1.01 -1.24 0.60
C -1.98 -0.99 1.46
C -1.65 0.91 -1.44
H 2.91 -1.56 0.73
H 1.91 -1.59 -0.65
H 3.08 -0.28 -0.40
H 1.05 -0.64 1.86
H 1.52 0.83 1.21
H 0.54 2.68 -0.61
H 1.52 1.47 -1.06
H -0.71 -2.23 0.26
H -2.65 -1.74 1.89
H -2.29 0.02 1.74
H -2.03 1.93 -1.29
H -2.38 0.26 -1.06
H -1.61 0.84 -2.53
*
```

HOMO: -8.43 eV
SMILES: C=C/C(CC)=C(\C)N
Kohn-Sham gap: 9.4653 eV
LUMO level: 0.038 hartree
ΔE to the lowest compared entry with this formula, charge and spin: 135.84 kJ/mol
strongest force on any atom: 1.39 eV/A

---

This record from the Open Molecules 2025 dataset describes a gas-phase ion, C7H13N2 (charge +1) at a distorted geometry. The level of theory is the ωB97M-V functional and the def2-TZVPD basis.

ORCA input file:
```
! RIJCOSX wB97M-V def2-TZVPD def2/J DEFGRID3
* xyz 1 1
C 3.07 1.74 -0.09
C 2.63 0.50 -0.15
C -1.89 -0.38 -0.58
C -0.41 -0.52 -1.01
C 1.93 -0.58 -0.01
C -2.48 1.70 0.40
C 0.10 -1.73 1.04
N -1.90 0.61 0.53
N 0.49 -0.59 0.18
H 3.58 2.15 0.68
H -2.48 0.00 -1.37
H -2.31 -1.34 -0.20
H -0.24 -1.32 -1.62
H -0.22 0.36 -1.57
H 2.50 -1.48 -0.05
H -3.05 1.80 -0.69
H 3.13 2.27 -1.04
H -2.48 2.46 1.17
H -0.90 -1.50 1.37
H 0.01 -2.62 0.39
H 0.73 -1.82 1.89
H 0.21 0.28 0.73
*
```

HOMO: -13.79 eV
SMILES: C=C=C[N@H+](C)CCN=C
Kohn-Sham gap: 11.1297 eV
LUMO level: -0.098 hartree
ΔE to the lowest compared entry with this formula, charge and spin: 410.80 kJ/mol
strongest force on any atom: 4.47 eV/A

---

This record from the Open Molecules 2025 dataset describes a gas-phase ion, C7H13N2O2 (charge -1) at a distorted geometry. The level of theory is the ωB97M-V functional and the def2-TZVPD basis.

ORCA input file:
```
! RIJCOSX wB97M-V def2-TZVPD def2/J DEFGRID3
* xyz -1 1
C 1.01 0.00 1.31
C -0.34 1.65 -0.14
C -1.62 -1.33 0.39
C -1.04 -0.32 -1.88
C 0.40 -1.97 -0.82
C 0.19 0.33 0.24
C -0.46 -0.73 -0.52
N 2.68 3.00 1.75
N 2.01 2.13 1.22
O 1.20 -1.12 1.84
O 1.60 1.11 1.97
H -1.36 1.84 0.04
H -0.15 2.00 -1.25
H 0.25 2.40 0.54
H -2.61 -0.73 0.09
H -1.51 -1.15 1.49
H -1.89 -2.41 0.31
H -0.28 0.38 -2.45
H -1.86 0.23 -1.74
H -1.29 -1.33 -2.34
H -0.01 -2.86 -1.17
H 1.13 -2.24 -0.05
H 1.14 -1.68 -1.53
H 2.81 2.82 2.69
*
```

HOMO: -2.49 eV
SMILES: [H]/N=N\O/C([O-])=C(\C)C(C)(C)C
Kohn-Sham gap: 6.2261 eV
LUMO level: 0.137 hartree
ΔE to the lowest compared entry with this formula, charge and spin: 141.28 kJ/mol
strongest force on any atom: 4.65 eV/A

---

This record from the Open Molecules 2025 dataset describes a gas-phase ion, C7H13N2OS (charge +1) at a distorted geometry. The level of theory is the ωB97M-V functional and the def2-TZVPD basis.

ORCA input file:
```
! RIJCOSX wB97M-V def2-TZVPD def2/J DEFGRID3
* xyz 1 3
C 0.75 0.04 1.32
C 2.54 -0.41 0.13
C -0.27 0.44 0.37
C -1.13 -1.81 -0.44
C -2.41 1.74 -0.28
C -0.46 -0.51 -0.83
C -1.40 1.11 0.89
N 1.78 -0.69 1.08
N 3.67 -0.95 -0.35
O 2.30 0.89 -0.44
S 1.02 1.79 0.03
H 0.68 0.27 2.50
H -0.50 -2.41 0.16
H -1.42 -2.28 -1.37
H -2.11 -1.50 -0.09
H -1.56 2.02 -1.00
H -3.04 2.44 0.04
H -2.90 0.86 -0.59
H -0.86 -0.02 -1.66
H 0.55 -0.81 -1.09
H -1.99 0.40 1.51
H -1.21 1.94 1.60
H 3.90 -0.62 -1.23
H 4.07 -1.94 -0.25
*
```

HOMO (alpha / beta): -10.75 / -14.03 eV
Kohn-Sham gap (alpha / beta): 7.1022 / 6.1395 eV
LUMO level (alpha / beta): -0.134 / -0.290 hartree
ΔE to the lowest compared entry with this formula, charge and spin: 158.07 kJ/mol
strongest force on any atom: 7.73 eV/A
<S²>: 2.013

---

This record from the Open Molecules 2025 dataset describes C7H13N3 in the gas phase at a distorted geometry. The level of theory is the ωB97M-V functional and the def2-TZVPD basis.

ORCA input file:
```
! RIJCOSX wB97M-V def2-TZVPD def2/J DEFGRID3
* xyz 0 1
C 1.65 -1.53 0.04
C 0.40 -0.89 0.87
C -0.96 -0.71 0.10
C -0.78 0.77 -0.52
C -2.25 1.46 -0.68
C -3.32 0.56 0.15
C -2.29 -0.55 0.89
H 1.38 -2.50 -0.48
H 2.55 -1.70 0.70
H 0.02 -1.73 1.54
H 0.52 0.07 1.46
H -1.11 -1.33 -0.68
H -0.04 1.35 0.32
H -0.24 0.81 -1.43
H -2.40 2.48 -0.39
H -2.59 1.37 -1.72
H -3.88 -0.16 -0.56
H -3.84 1.35 0.76
H -1.92 -0.07 1.95
H -2.69 -1.40 1.26
N 3.49 1.20 0.12
N 2.88 0.29 -0.32
N 2.12 -0.52 -0.93
*
```

HOMO: -9.41 eV
Kohn-Sham gap: 10.1751 eV
LUMO level: 0.028 hartree
ΔE to the lowest compared entry with this formula, charge and spin: 456.18 kJ/mol
strongest force on any atom: 6.70 eV/A

---

This record from the Open Molecules 2025 dataset describes 2 unconnected molecules or ions with the total composition C7H13N3O at a distorted geometry. The level of theory is the ωB97M-V functional and the def2-TZVPD basis.

ORCA input file:
```
! RIJCOSX wB97M-V def2-TZVPD def2/J DEFGRID3
* xyz -1 2
C 0.53 -1.78 1.04
C 0.80 -1.12 2.34
C -0.64 -1.22 0.35
C -1.52 -0.33 1.02
C -2.19 -0.50 -1.08
N -1.02 -1.24 -0.94
N -2.65 -0.08 0.10
H 1.32 -1.81 0.23
H 0.47 -2.84 1.26
H 1.73 -1.39 2.88
H -1.44 0.00 2.12
H -2.61 -0.25 -2.03
H -3.61 0.23 0.38
H 0.16 -1.63 3.10
H 0.74 0.01 2.47
C 1.10 1.97 -0.48
C 0.84 1.93 -1.98
O 0.32 2.77 -2.62
N 1.29 0.77 -2.54
H 2.21 1.77 -0.29
H 0.54 1.08 -0.17
H 0.88 0.44 -3.38
H 1.91 0.23 -1.86
H 0.83 2.97 0.06
*
```

HOMO (alpha / beta): 1.09 / -2.95 eV
Kohn-Sham gap (alpha / beta): 2.7050 / 6.6132 eV
LUMO level (alpha / beta): 0.139 / 0.134 hartree
ΔE to the lowest compared entry with this formula, charge and spin: 225.53 kJ/mol
strongest force on any atom: 4.00 eV/A
<S²>: 0.763

---

This record from the Open Molecules 2025 dataset describes 2 unconnected molecules or ions with the total composition C7H13N3O2 at a distorted geometry. The level of theory is the ωB97M-V functional and the def2-TZVPD basis.

ORCA input file:
```
! RIJCOSX wB97M-V def2-TZVPD def2/J DEFGRID3
* xyz 0 1
C 2.61 1.12 -0.51
C 3.57 -0.01 -0.35
C 2.73 -1.21 0.00
C -1.65 -1.98 0.34
C -1.29 0.24 0.98
C -2.95 -0.25 -0.63
C -3.84 0.95 -0.55
H 1.72 3.69 0.66
H 1.87 1.07 -1.32
H 4.29 0.26 0.44
H 4.13 -0.24 -1.28
H 2.16 -1.08 0.95
H -1.12 -2.33 1.25
H -2.38 -2.75 0.04
H -0.89 -1.87 -0.46
H -1.78 1.16 1.33
H -0.64 0.48 0.12
H -0.62 -0.11 1.79
H -2.18 -0.01 -1.36
H -3.55 -1.08 -1.07
N 2.59 2.06 0.35
N -2.32 -0.72 0.61
N -4.63 1.82 -0.64
O 1.59 3.00 0.00
O 2.57 -2.20 -0.70
*
```

HOMO: -9.60 eV
SMILES: O=CC/C=N/O.CN(C)CC#N
Kohn-Sham gap: 9.9138 eV
LUMO level: 0.012 hartree
ΔE to the lowest compared entry with this formula, charge and spin: 360.01 kJ/mol
strongest force on any atom: 3.94 eV/A

---

This record from the Open Molecules 2025 dataset describes a molecular structure, C7H13N3O2S at a distorted geometry. The level of theory is the ωB97M-V functional and the def2-TZVPD basis.

ORCA input file:
```
! RIJCOSX wB97M-V def2-TZVPD def2/J DEFGRID3
* xyz 0 1
C 0.23 -1.83 -1.36
C 1.10 -1.09 -0.59
C -2.23 1.22 0.11
C -1.14 -0.08 -0.07
C 2.46 -1.13 -0.05
C 0.95 2.59 -0.03
C 0.60 1.33 -0.86
N -2.00 -2.19 1.52
N -1.23 -1.09 1.63
N 0.32 0.09 0.00
O -2.41 1.60 1.23
O -2.53 1.53 -1.06
S -1.41 -1.17 -1.46
H 0.47 -2.81 -1.81
H 2.63 -2.19 0.22
H 2.54 -0.36 0.72
H 3.08 -0.72 -0.94
H 1.77 2.95 -0.57
H 0.12 3.29 -0.06
H 1.09 2.44 1.08
H 1.52 0.93 -1.47
H -0.29 1.39 -1.50
H -1.51 -2.66 0.74
H -3.08 -2.06 1.42
H -1.58 -0.34 2.22
H 0.54 0.36 0.95
*
```

HOMO: -7.51 eV
Kohn-Sham gap: 7.7949 eV
LUMO level: 0.011 hartree
ΔE to the lowest compared entry with this formula, charge and spin: 395.28 kJ/mol
strongest force on any atom: 4.46 eV/A

---

This record from the Open Molecules 2025 dataset describes a molecular structure, C7H13N3O3PbS at a distorted geometry. The level of theory is the ωB97M-V functional and the def2-TZVPD basis.

ORCA input file:
```
! RIJCOSX wB97M-V def2-TZVPD def2/J DEFGRID3
* xyz 2 1
Pb 0.60 -0.53 1.31
N -3.47 0.39 3.00
C -2.34 -0.19 2.67
O -1.56 0.30 1.85
C -2.02 -1.54 3.39
C -0.78 -2.22 3.03
H -3.67 1.30 2.63
H -4.15 -0.02 3.63
H -2.88 -2.18 3.15
H -2.02 -1.28 4.45
H -0.83 -3.04 2.33
H 0.00 -2.28 3.77
S -0.42 0.38 -0.92
C 0.56 0.40 -2.36
N 0.78 -0.65 -3.13
C 1.38 -0.27 -4.40
C 1.53 1.26 -4.26
N 1.01 1.50 -2.92
H 0.44 -1.58 -2.95
H 0.71 -0.54 -5.23
H 2.33 -0.77 -4.55
H 0.94 1.81 -4.99
H 2.57 1.59 -4.33
H 0.90 2.44 -2.55
O 1.45 1.57 2.31
C 2.60 1.44 1.85
O 2.97 0.50 1.14
H 3.34 2.23 2.10
*
```

HOMO (alpha / beta): -16.26 / -16.26 eV
Kohn-Sham gap (alpha / beta): 6.1890 / 6.1197 eV
LUMO level (alpha / beta): -0.370 / -0.373 hartree
strongest force on any atom: 2.31 eV/A